CH11NO4 | the ωB97M-V functional and the def2-TZVPD basis

```
17
CH11NO4 | the OMol25 dataset | the ωB97M-V functional and the def2-TZVPD basis
H 2.266 -1.890 0.928
H 3.095 1.389 0.686
O -2.302 -0.630 -0.347
O 2.288 1.081 0.231
N -0.209 -0.649 -0.990
H 0.404 1.275 -0.649
H -1.664 0.059 0.899
H -0.127 0.885 -2.267
H -1.208 -1.050 -0.710
C -0.315 0.692 -1.225
O 1.639 -1.199 0.718
O -1.005 0.596 1.431
H -1.369 0.980 -0.973
H -1.006 0.381 2.348
H 0.547 -0.875 -0.264
H -3.113 -1.124 -0.285
H 2.079 0.080 0.468
```

Output
maximum force	3.32	eV/A
highest occupied orbital energy	-9.358	eV
total energy	-400.12958	Eh
ΔE to the lowest compared entry with this formula, charge and spin	766.6	kJ/mol

C31H19IrN5O5 | the ωB97M-V functional and the def2-TZVPD basis

```
61
C31H19IrN5O5 | the OMol25 dataset | the ωB97M-V functional and the def2-TZVPD basis
H -4.624 2.341 2.557
O 4.892 0.711 -1.182
C -1.951 2.179 4.634
C -2.585 2.384 1.937
C -1.696 2.335 -4.090
H -1.710 2.114 5.687
C -3.907 -1.922 -1.159
C 2.563 0.063 3.942
C 2.635 -0.052 -0.795
H 2.031 0.291 1.887
Ir -0.284 0.480 0.188
C -0.510 0.746 -2.734
H 0.822 2.418 1.808
H -4.669 -3.676 -0.160
H 2.812 -0.253 6.048
H -1.917 3.160 -0.839
N -0.407 -0.662 1.939
H -2.671 3.917 -3.008
H -2.842 2.451 0.890
C -3.176 -2.680 0.987
H -3.194 -3.356 1.827
C 0.871 -0.863 5.370
C 4.026 -0.147 -1.251
O 5.199 -1.990 -2.316
C -2.105 2.797 -5.356
H -0.622 0.639 -4.865
C 1.966 -1.320 -0.992
H -0.261 3.117 0.583
O 2.657 -3.409 -2.007
C -2.058 3.027 -2.934
N -2.437 3.178 -6.387
N -1.399 -1.507 2.029
C 2.147 -0.340 5.203
C -3.982 -2.843 -0.105
H -4.547 -1.996 -2.022
C -1.228 2.323 2.317
C -3.590 2.325 2.867
C 0.425 -0.569 3.017
C 0.019 -0.993 4.295
C -4.342 2.190 5.163
C 1.713 -0.035 2.864
O 0.784 -1.504 -0.632
H 3.557 0.459 3.799
C -3.291 2.232 4.233
N -2.178 -0.736 -0.033
H 0.077 -0.161 -2.689
C 2.887 -2.265 -1.655
H -0.978 -1.395 4.400
C -0.913 1.185 -3.979
C 4.193 -1.533 -1.811
C -0.950 2.223 3.696
C -0.156 2.343 1.339
C -0.845 1.425 -1.556
O 2.035 0.923 -0.280
H -2.912 -0.155 -1.852
N -5.218 2.175 5.910
C -1.629 2.576 -1.700
C -2.995 -0.894 -1.065
C -2.237 -1.619 1.010
H 0.543 -1.169 6.355
H 0.081 2.185 4.020
```

Output
net charge	-1
maximum force	4.08	eV/A
highest occupied orbital energy (alpha / beta)	-4.291 / -4.291	eV
total energy	-1947.02809	Eh

C2H5InO2S2 | the ωB97M-V functional and the def2-TZVPD basis

```
12
C2H5InO2S2 | the OMol25 dataset | the ωB97M-V functional and the def2-TZVPD basis
O 1.963 1.566 0.042
C 0.074 -0.299 0.326
S -2.125 0.137 -1.223
H 2.667 -0.538 0.479
C -0.822 -0.828 -0.620
H -0.296 0.679 0.666
S 1.924 0.212 -0.369
H -1.141 -1.866 -0.498
In -1.853 1.587 1.818
H -2.596 0.643 -0.034
O 1.957 -0.252 -1.699
H 0.247 -1.041 1.112
```

Output
net charge	+2
maximum force	3.17	eV/A
highest occupied orbital energy	-19.228	eV
total energy	-1215.32373	Eh

C16H29ClNSmZn | the ωB97M-V functional and the def2-TZVPD basis

```
49
C16H29ClNSmZn | the OMol25 dataset | the ωB97M-V functional and the def2-TZVPD basis
H -0.737 -2.688 -1.212
H 0.659 4.563 2.297
C -2.241 0.274 -0.777
H 0.998 -1.122 -2.816
H -0.953 -2.460 2.502
H 0.425 -1.179 3.337
C -0.198 3.974 1.919
Cl -0.617 2.247 -2.762
H 1.192 0.975 5.910
H 1.085 -2.624 -1.348
C -0.880 -2.819 1.468
H -1.942 1.297 -5.826
C 1.676 -2.633 1.252
H -2.825 -0.349 -1.455
H 0.446 -0.628 5.593
H 1.852 -2.248 2.265
H -0.042 1.845 0.264
C -0.010 -0.749 -2.925
H -1.838 -2.568 0.976
H -1.129 4.359 2.375
C 0.240 0.821 3.991
H 2.494 -2.247 0.615
C 2.046 1.285 -4.738
C 0.042 1.538 1.311
H 0.024 2.930 4.404
H 2.355 2.247 -4.287
N 0.195 -0.759 0.539
C 0.196 0.154 1.614
H 2.721 0.481 -4.387
C 0.305 -2.243 0.657
H -1.484 -0.450 -5.885
Zn 0.118 0.792 -4.223
H 0.285 -4.018 -0.619
C 0.227 -2.916 -0.722
C 0.327 0.461 5.449
H -0.802 -3.921 1.526
H 1.769 -3.735 1.310
H -0.488 0.774 -6.766
C -1.095 0.586 -5.860
H -0.263 4.108 0.824
H -2.198 -0.203 0.206
H -2.705 1.255 -0.682
C -0.019 2.526 2.287
H 2.102 1.357 -5.841
H -0.793 -1.472 -3.026
Sm -0.301 0.396 -1.324
C 0.078 2.163 3.629
C 0.304 -0.157 2.996
H -0.598 0.782 5.965
```

Output
net charge	-2
maximum force	6.73	eV/A
highest occupied orbital energy (alpha / beta)	0.596 / 0.536	eV
total energy	-3579.05424	Eh
2S+1	6

C5H9N | the ωB97M-V functional and the def2-TZVPD basis

```
15
C5H9N | the OMol25 dataset | the ωB97M-V functional and the def2-TZVPD basis
C 0.716 -0.513 -0.046
H -2.194 1.261 1.255
C -2.583 0.756 0.322
C -0.572 -0.137 -0.647
H 2.995 -0.185 1.191
H -3.571 0.296 0.671
N -1.722 -0.397 0.049
H 1.951 -0.098 -1.723
H 4.129 -0.425 -0.239
C 3.144 -0.042 0.139
H -1.607 -1.055 0.818
H 0.628 -1.552 0.564
H -2.639 1.452 -0.542
H -0.634 0.844 -1.161
C 1.958 -0.204 -0.650
```

Output
net charge	-1
maximum force	3.55	eV/A
highest occupied orbital energy (alpha / beta)	0.155 / -1.919	eV
total energy	-250.52598	Eh
2S+1	2
ΔE to the lowest compared entry with this formula, charge and spin	151.8	kJ/mol

F2H2S2Si | the ωB97M-V functional and the def2-TZVPD basis

```
7
F2H2S2Si | the OMol25 dataset | the ωB97M-V functional and the def2-TZVPD basis
F 2.679 -0.324 -0.203
F -3.061 0.098 -0.259
S -0.446 -1.788 0.223
S -0.731 1.938 0.030
H 2.514 -1.204 0.296
H 0.537 1.436 -0.082
Si -1.491 -0.157 -0.004
```

Output
maximum force	4.13	eV/A
highest occupied orbital energy	-10.074	eV
total energy	-1286.89147	Eh
SMILES	F[Si](=S)S.F
ΔE to the lowest compared entry with this formula, charge and spin	236.9	kJ/mol

C6H6N | the ωB97M-V functional and the def2-TZVPD basis

```
13
C6H6N | the OMol25 dataset | the ωB97M-V functional and the def2-TZVPD basis
C 0.210 -1.741 0.946
C -0.210 0.573 -0.505
H -1.078 0.524 -2.554
H -0.192 -2.799 0.699
C 1.187 -1.144 1.734
C 0.744 1.192 0.278
H -2.142 0.507 -1.196
H 1.322 2.126 0.123
N -0.088 -0.732 0.199
H 1.830 -1.443 2.455
C -1.213 0.932 -1.501
C 1.031 0.043 0.981
H -1.400 1.962 -1.659
```

Output
net charge	+1
maximum force	5.82	eV/A
highest occupied orbital energy (alpha / beta)	-11.933 / -15.624	eV
total energy	-286.41851	Eh
2S+1	3
ΔE to the lowest compared entry with this formula, charge and spin	192.5	kJ/mol

C31H39Cl2CrN5O4PS2 | the ωB97M-V functional and the def2-TZVPD basis

```
85
C31H39Cl2CrN5O4PS2 | the OMol25 dataset | the ωB97M-V functional and the def2-TZVPD basis
H -0.863 0.597 -2.517
P -1.669 0.666 0.285
H -2.346 1.530 -2.827
H -3.892 3.571 -0.480
Cl 5.174 1.937 -2.364
H -4.531 -0.195 -0.326
H -4.417 -0.473 -2.060
O 2.737 1.925 -0.528
H -3.357 -0.380 1.587
H -2.646 2.730 -1.393
H -0.892 -2.121 1.148
C -1.962 -1.990 1.304
H -2.480 -2.365 0.424
H -3.796 1.590 0.725
C 1.112 2.006 2.777
C -2.541 0.043 -1.221
C 1.506 -7.283 -0.525
N 2.491 -2.667 -1.874
H -0.537 2.698 -1.824
O 0.326 -3.236 -3.649
H -1.622 3.082 2.239
C 0.709 -5.027 -0.210
C 0.587 4.366 2.528
C 2.530 1.900 -1.766
O -1.481 -3.677 -2.051
H 1.097 -6.398 1.390
C 3.344 -0.642 -0.325
H -2.212 -0.154 -3.333
N 0.305 -2.090 -1.361
C 0.238 5.438 1.681
H -0.240 5.994 -0.319
C -2.888 3.148 -0.419
C 3.774 -2.471 -1.715
C 1.301 2.214 4.128
C 0.727 -4.835 -1.581
H -2.510 -0.570 3.752
H 3.312 2.329 -3.744
C -2.831 2.099 0.697
H 1.890 -9.284 -0.626
H 1.269 3.612 5.764
S 1.378 0.430 2.088
H 1.592 1.368 4.737
S -0.073 -3.410 -2.277
C -2.656 2.800 2.047
C 0.724 3.083 1.942
Cl 3.501 4.312 -2.494
H 0.654 5.534 4.329
N 2.019 -0.747 -0.524
C -2.272 -0.523 1.608
H -4.400 1.183 -1.446
H 1.831 -7.872 -2.564
C 3.551 2.545 -2.711
H -3.005 2.187 2.875
H -2.267 -2.592 2.164
C 0.030 5.197 0.360
H 0.124 6.430 2.100
C 1.524 -7.068 -1.906
C 0.136 3.888 -0.158
N 0.472 2.856 0.607
C 0.781 4.543 3.912
C 1.112 -6.239 0.318
H -2.200 3.966 -0.208
O 1.507 1.379 -2.254
H 0.370 -4.228 0.438
C -0.190 3.703 -1.606
H -3.253 3.716 2.048
H 0.692 3.900 -2.211
H 1.118 -5.669 -3.497
H -0.955 4.417 -1.908
C -1.951 0.552 -2.543
C 1.600 -1.835 -1.274
H 1.609 -8.708 0.937
C 1.129 -5.850 -2.430
C 1.125 3.479 4.700
H 4.430 -3.161 -2.238
N 1.913 -8.500 0.002
H -0.840 -0.743 3.217
C -4.064 0.164 -1.246
C -1.772 -0.217 3.029
H -1.589 0.839 3.215
H -2.317 -1.009 -1.170
H 3.657 0.156 0.334
Cr 0.895 0.915 -0.090
C 4.278 -1.463 -0.903
H 5.335 -1.321 -0.741
```

Output
maximum force	1.59	eV/A
highest occupied orbital energy (alpha / beta)	-7.564 / -7.563	eV
total energy	-4882.06028	Eh
2S+1	2

The highest maximum force belongs to which entry? C16H29ClNSmZn